Entry from the OMol25 dataset: C26H28Cl2N6O3SV as an isolated structure (ωB97M-V with the def2-TZVPD basis set).

Geometry as XYZ:
```
67
C26H28Cl2N6O3SV ωB97M-V with the def2-TZVPD basis set
Cl -4.040 -1.381 7.082
H 0.482 -1.183 2.750
H 3.540 2.064 0.274
C 0.554 -1.878 1.916
N -1.784 1.891 -0.101
C 1.949 0.144 -5.241
C -0.451 1.143 4.063
H 2.564 1.403 -6.877
H 3.158 -0.250 -6.976
H 0.026 1.571 6.114
C -2.303 -0.175 3.656
H -3.513 3.322 -3.198
C 2.215 -2.719 0.328
C 2.944 0.569 -6.286
H -1.871 0.238 7.001
H -3.468 4.618 -1.058
C 2.363 -0.195 -3.954
N -1.119 0.011 -1.042
H 4.937 0.166 1.357
O -2.302 -1.427 -2.762
C 1.979 -0.304 0.775
H 1.422 1.542 0.791
H 3.887 0.876 -5.833
H 0.254 0.303 -6.542
C -4.139 -1.597 3.080
H -0.359 -1.866 1.291
H 2.909 -2.379 -0.435
C -2.561 -0.335 5.034
H 1.782 -0.884 -2.004
C -2.424 1.678 -2.401
H -2.469 1.084 -3.300
C 1.452 -0.608 -2.996
C -2.379 3.083 -0.043
H 2.716 -3.454 0.962
H -2.353 3.578 0.920
H 2.523 1.488 -1.077
N 1.743 -1.594 1.133
Cl -5.126 -2.407 1.916
C 0.595 0.051 -5.545
C -4.417 -1.761 4.445
C -0.653 1.057 5.449
C -1.788 1.181 -1.253
C 0.105 -0.688 -3.318
H 4.261 1.197 -1.087
H 1.367 -3.184 -0.175
C 3.380 1.253 -0.448
H 5.087 -0.928 -0.031
H 3.417 -0.140 -3.703
S -1.057 -1.208 -2.077
H -5.249 -2.388 4.736
C -2.997 3.649 -1.135
H 0.381 1.706 3.656
O -2.789 -0.599 1.387
H -1.376 -0.459 -4.838
C 4.417 -0.592 0.762
C -0.326 -0.365 -4.594
C -1.697 0.324 5.938
C -3.657 -1.148 5.399
H 4.188 -1.432 1.409
H 0.632 -2.886 2.319
N 1.075 0.612 0.983
N 3.197 -0.035 0.192
V -1.044 0.270 1.080
C -3.016 2.918 -2.325
N -1.241 0.553 3.185
O -0.436 -2.300 -1.368
C -3.097 -0.798 2.636
```

Output
**DFT total energy**: -104069.1797 eV
**2S+1**: 2
**HOMO (spin up / spin down)**: -6.6 / -5.8 eV
**Relative energy (zero: lowest compared OMol25 entry of this formula, charge and spin)**: 0.00 kcal/mol
**<S²>**: 0.8081
**LUMO (spin up / spin down)**: 0.03 / 0.02 eV
**Gap between HOMO and LUMO (spin up / spin down)**: 6.7 / 5.8 eV

Population analysis type natural (NBO), resulting atomic charges in e:
1. Cl -0.01
2. H 0.22
3. H 0.18
4. C -0.41
5. N -0.52
6. C -0.02
7. C 0.02
8. H 0.22
9. H 0.22
10. H 0.22
11. C 0.06
12. H 0.22
13. C -0.42
14. C -0.63
15. H 0.23
16. H 0.22
17. C -0.17
18. N -0.96
19. H 0.19
20. O -0.95
21. C 0.67
22. H 0.38
23. H 0.21
24. H 0.21
25. C -0.14
26. H 0.22
27. H 0.21
28. C -0.03
29. H 0.22
30. C -0.29
31. H 0.24
32. C -0.20
33. C 0.09
34. H 0.19
35. H 0.20
36. H 0.23
37. N -0.43
38. Cl 0.02
39. C -0.22
40. C -0.20
41. C -0.26
42. C 0.41
43. C -0.34
44. H 0.21
45. H 0.24
46. C -0.42
47. H 0.20
48. H 0.20
49. S 2.36
50. H 0.24
51. C -0.31
52. H 0.20
53. O -0.73
54. H 0.24
55. C -0.41
56. C -0.17
57. C -0.15
58. C -0.08
59. H 0.22
60. H 0.23
61. N -0.86
62. N -0.45
63. V 1.10
64. C -0.13
65. N -0.46
66. O -0.97
67. C 0.38


Entry from the OMol25 dataset: C26H28Cl6DyN2O2 as an isolated structure at a distorted geometry (ωB97M-V with the def2-TZVPD basis set).

Geometry as XYZ:
```
65
C26H28Cl6DyN2O2 ωB97M-V with the def2-TZVPD basis set
H 2.563 2.199 -0.981
H 3.101 3.844 -0.492
C 0.524 4.651 0.319
Dy -0.801 0.100 0.263
C -4.089 -1.437 3.921
C -4.220 -0.171 4.561
C -0.729 2.653 -3.943
C 0.528 -3.226 2.567
H -0.511 -3.516 2.753
H 1.201 -3.958 3.029
Cl -3.058 -3.053 1.990
C 2.245 3.235 -0.811
C 1.776 2.821 1.599
H 0.183 -2.963 -3.294
H 2.447 -1.805 1.266
C -3.441 0.971 4.182
C -1.029 1.345 -3.315
O -0.719 4.477 -0.473
C -0.681 0.085 -3.900
C -2.530 0.811 3.154
Cl 1.508 -0.086 -0.928
H -2.161 -0.419 1.523
H 1.092 5.459 -0.153
H 0.217 4.927 1.341
C 0.790 -3.188 1.068
H 1.358 -4.956 -0.148
C -2.088 2.574 -1.307
H 0.124 3.141 -3.450
H -2.547 3.344 -1.945
H 2.396 -2.686 -0.278
H 2.893 -3.532 1.214
O -0.543 -4.271 -0.579
Cl -1.597 2.105 2.425
H -1.577 3.346 -3.867
H 1.002 2.832 2.370
C -0.866 -2.992 -0.458
C 2.221 -2.768 0.799
Cl -3.611 2.533 4.867
C -3.273 -1.549 2.830
H -0.486 2.498 -5.000
C -0.557 -2.438 -3.913
H 0.719 -2.242 3.009
H -1.417 -3.110 -4.011
H -2.826 2.361 -0.493
H 2.576 3.517 1.880
C -0.885 3.169 -0.601
C -1.606 -1.146 -2.058
Cl -4.996 -2.754 4.447
H -0.149 0.130 -4.886
C -1.880 0.109 -1.561
C -1.993 -2.417 -1.320
H 1.851 3.646 -1.750
C 0.504 -4.543 0.403
Cl -5.319 0.039 5.839
N -0.205 -2.283 0.413
C -0.939 -1.115 -3.305
C -2.651 -0.389 2.482
N 0.044 2.398 -0.082
H 2.191 1.812 1.508
H -2.826 -2.246 -0.605
H -2.340 -3.220 -1.998
C 1.189 3.268 0.274
H -0.124 -2.262 -4.910
C -1.689 1.311 -2.052
H 0.109 -5.296 1.101
```

Output
**DFT total energy**: -133708.8107 eV
**2S+1**: 6
**HOMO (spin up / spin down)**: -1.5 / -1.4 eV
**<S²>**: 9.7865
**LUMO (spin up / spin down)**: 2.52 / 2.50 eV
**Gap between HOMO and LUMO (spin up / spin down)**: 4.0 / 3.9 eV
**Total charge**: -1

Population analysis type Mulliken, resulting atomic charges in e:
1. H 0.13
2. H 0.48
3. C -0.77
4. Dy -0.29
5. C 0.64
6. C -0.16
7. C -1.62
8. C -1.58
9. H 0.30
10. H 0.45
11. Cl -0.19
12. C -1.38
13. C -1.61
14. H 0.23
15. H 0.24
16. C 0.47
17. C 1.36
18. O -0.47
19. C -1.35
20. C -0.20
21. Cl -0.57
22. H 0.56
23. H 0.29
24. H 0.34
25. C 1.44
26. H 0.33
27. C -1.71
28. H 0.10
29. H 0.51
30. H 0.41
31. H 0.47
32. O -0.45
33. Cl -0.19
34. H 0.29
35. H 0.34
36. C 0.31
37. C -1.87
38. Cl -0.24
39. C -0.37
40. H 0.52
41. C -1.77
42. H 0.28
43. H 0.32
44. H 0.22
45. H 0.46
46. C 0.61
47. C 0.28
48. Cl -0.25
49. H 0.11
50. C 0.70
51. C -1.66
52. H 0.33
53. C -0.79
54. Cl -0.28
55. N 0.70
56. C 1.49
57. C -0.56
58. N 0.67
59. H 0.17
60. H 0.21
61. H 0.49
62. C 1.18
63. H 0.45
64. C 0.14
65. H 0.33


Entry from the OMol25 dataset: C26H28ClMnN8O4S as an isolated structure at a distorted geometry (ωB97M-V with the def2-TZVPD basis set).

Geometry as XYZ:
```
69
C26H28ClMnN8O4S ωB97M-V with the def2-TZVPD basis set
H 2.587 -1.629 -2.009
H -0.359 0.932 1.307
Mn 2.568 1.214 -0.584
C -5.542 0.486 0.775
C 1.940 -3.734 1.834
N 2.267 -2.895 -0.379
C -4.123 -1.339 1.711
H -0.838 -6.620 4.166
C -0.217 1.838 0.753
H -2.022 3.161 2.562
O 4.448 0.891 -0.762
N 1.995 -2.639 0.893
C -0.405 0.714 -3.500
H -0.673 1.609 -4.053
O 3.471 1.469 1.042
H 6.467 0.874 1.155
Cl 6.767 2.832 -0.139
N 2.097 -0.705 -0.109
N -4.952 -2.320 1.989
C 1.886 -1.320 1.066
H 1.348 -5.832 3.384
H 1.179 2.166 -5.594
C -3.288 0.920 1.578
H 1.696 -0.833 2.006
C 0.458 -5.282 3.117
H -0.536 -2.544 1.388
N 0.820 2.073 -0.062
O -2.846 -1.773 1.844
H 1.914 4.504 -4.697
N -0.517 3.834 -0.034
H -0.150 0.972 -2.468
C 2.017 2.378 -4.931
H -2.423 0.564 2.113
N -1.019 2.901 0.759
H 0.783 3.621 -3.670
C -4.540 2.670 0.549
C -4.350 0.030 1.350
C -1.827 -3.868 2.485
H 0.607 -0.166 -5.217
C 5.870 1.779 0.996
H -2.907 -5.364 3.586
C -3.371 2.238 1.179
H -1.282 0.072 -3.486
C -1.934 -5.042 3.245
H 2.915 2.490 -5.539
C 0.583 3.341 -0.516
C 0.562 -4.134 2.316
H -6.513 2.169 -0.107
H 2.387 -4.587 1.308
C 0.749 -0.025 -4.146
S 2.347 0.860 -3.922
H 0.890 -0.999 -3.678
C -5.612 1.802 0.359
C 4.556 1.368 0.386
C 1.789 3.611 -4.085
C -0.579 -3.427 2.010
C -2.981 -3.063 2.224
H 1.218 3.892 -1.186
H 5.728 2.303 1.944
H -2.502 4.213 1.214
O 2.240 1.314 -2.441
N -4.259 -3.361 2.318
H -4.626 3.700 0.237
C -2.235 3.189 1.487
C -0.778 -5.729 3.565
H 2.527 3.667 -3.284
H -6.380 -0.185 0.667
C 2.338 -1.743 -0.971
H 2.567 -3.503 2.704
```

Output
**DFT total energy**: -102178.0305 eV
**2S+1**: 4
**HOMO (spin up / spin down)**: -17.0 / -17.3 eV
**Relative energy (zero: lowest compared OMol25 entry of this formula, charge and spin)**: 13.63 kcal/mol
**<S²>**: 3.9093
**LUMO (spin up / spin down)**: -9.89 / -11.78 eV
**Gap between HOMO and LUMO (spin up / spin down)**: 7.1 / 5.6 eV
**Total charge**: +3

Population analysis type natural (NBO), resulting atomic charges in e:
1. H 0.23
2. H 0.22
3. Mn 1.48
4. C -0.12
5. C -0.25
6. N -0.20
7. C 0.54
8. H 0.27
9. C 0.23
10. H 0.25
11. O -0.58
12. N -0.13
13. C -0.63
14. H 0.23
15. O -0.60
16. H 0.28
17. Cl 0.04
18. N -0.53
19. N -0.16
20. C 0.22
21. H 0.25
22. H 0.26
23. C -0.16
24. H 0.24
25. C -0.08
26. H 0.22
27. N -0.57
28. O -0.42
29. H 0.27
30. N -0.20
31. H 0.21
32. C -0.55
33. H 0.21
34. N -0.12
35. H 0.22
36. C -0.09
37. C -0.06
38. C -0.04
39. H 0.27
40. C -0.50
41. H 0.27
42. C -0.05
43. H 0.25
44. C -0.09
45. H 0.27
46. C 0.16
47. C -0.03
48. H 0.26
49. H 0.28
50. C -0.55
51. S 1.24
52. H 0.24
53. C -0.19
54. C 0.77
55. C -0.62
56. C -0.19
57. C 0.53
58. H 0.24
59. H 0.27
60. H 0.28
61. O -0.98
62. N -0.15
63. H 0.25
64. C -0.25
65. C -0.19
66. H 0.21
67. H 0.26
68. C 0.16
69. H 0.25


Q: What is the DFT total energy in the second record?
A: -133708.8107 eV